No. 1
Formula: C3H6N2O2
Source: the Open Molecules 2025 dataset
Level of theory: ωB97M-V/def2-TZVPD

The geometry in XYZ format:
```
13
C3H6N2O2 ωB97M-V/def2-TZVPD
H -0.7591 -2.0851 0.5470
O 0.7720 -0.6729 0.5077
C 0.0364 -1.6877 -0.0873
H 0.7865 2.4117 0.9985
H -0.1673 -2.8517 -1.5393
N 0.3992 -2.0660 -1.2281
H -0.4495 0.6178 -1.6914
C -0.6515 0.9816 -0.6869
O -1.3888 0.2006 0.2246
H -0.9495 2.0295 -0.6385
N 0.7562 1.4498 1.2667
C 0.1554 0.5433 0.4214
H 1.4599 1.1291 1.9057
```

Computed properties:
HOMO: -9.441 eV
ΔE to the lowest compared entry with this formula, charge and spin: 84.2 kcal/mol
LUMO level: 0.98 eV
Kohn-Sham gap: 10.42 eV
structure (SMILES): [H]/N=C/O[C@@]1(N)CO1

natural (NBO) atomic charge list, values in e, 4 entries:
1 H 0.171
2 O -0.521
3 C 0.409
4 H 0.394

***

No. 2
Formula: C25H29N3O4S
Source: the Open Molecules 2025 dataset
Level of theory: ωB97M-V/def2-TZVPD

The geometry in XYZ format:
```
62
C25H29N3O4S ωB97M-V/def2-TZVPD
H 1.0385 -0.9890 2.4273
H 3.1407 2.0885 -1.1939
H 1.0444 3.2217 3.0834
C -3.0189 0.7903 -1.0392
H 4.9025 0.5572 -1.7789
S -4.2262 -1.1918 0.3842
C 2.8161 -1.0897 0.4043
H 3.8392 -1.6330 -1.4128
C -2.0415 1.7560 -1.1846
C -3.4053 0.3850 0.2278
H -3.1950 -2.3915 -1.8178
C -1.3258 -3.3506 -1.2836
H -1.4776 -4.2188 1.2821
N 1.8092 -2.1406 0.3140
C -2.3646 -2.2451 -1.1262
H -0.2219 -3.1827 1.9810
H 0.5197 2.5582 -3.2941
O 1.3881 3.9546 -1.3030
H -2.4954 -2.1541 2.2008
N -2.9329 -2.2468 0.2059
C -0.9467 -3.2722 1.1692
C 4.4000 0.3774 -0.8274
C -1.9485 -2.1253 1.2571
H 3.6275 -1.5012 1.0202
H 2.6346 3.4937 1.2158
H -1.5217 2.4660 2.0980
C 1.3841 -0.0020 2.1551
H -1.8760 -1.2861 -1.3390
N -0.4263 3.2239 -0.1976
C 0.9261 1.0936 2.8598
C 0.4161 3.2332 -1.2737
C -2.8848 0.9862 1.3585
C 0.0350 2.2607 -2.3646
C 1.3807 2.3585 2.5259
H -1.4090 -1.1670 1.1868
C 2.2795 2.5103 1.4879
H -1.8822 3.1616 -2.7847
H 4.4409 2.3955 -0.0590
H 0.4147 1.2773 -2.0662
H -1.8115 -4.3248 -1.2045
O -5.1140 -1.4127 -0.7177
H -1.7580 1.4693 -3.2871
C 3.7025 1.6507 -0.3636
H 2.0124 -3.0152 0.7683
C 0.6273 -2.0029 -0.3239
C -0.2496 -3.2544 -0.1994
H 5.1591 0.0829 -0.0980
O -4.7264 -1.3533 1.7175
H 0.2276 0.9575 3.6723
H -3.2243 0.6527 2.3261
C -1.4826 2.1803 -2.5087
H 2.5638 -0.4222 -1.6204
H -3.4881 0.3372 -1.8983
H 0.4071 -4.1290 -0.2783
C 2.2865 0.1427 1.1077
C -1.4710 2.3253 -0.0393
C 3.3811 -0.7435 -0.9748
O 0.3136 -0.9869 -0.9123
C -1.9392 1.9865 1.2264
H -0.8724 -3.2645 -2.2721
H -0.1238 3.7476 0.6139
C 2.7425 1.4141 0.7674
```

Computed properties:
HOMO: -8.653 eV
ΔE to the lowest compared entry with this formula, charge and spin: 0.0 kcal/mol
LUMO level: 0.35 eV
Kohn-Sham gap: 9.00 eV
structure (SMILES): O=C1CCc2cc(S(=O)(=O)N3CCC(C(=O)N[C@H]4CCCc5ccccc54)CC3)ccc2N1

natural (NBO) atomic charge list, values in e, 4 entries:
1 H 0.198
2 H 0.233
3 H 0.211
4 C -0.194

***

No. 3
Formula: C21H70N10O14
Source: the Open Molecules 2025 dataset
Level of theory: ωB97M-V/def2-TZVPD

The geometry in XYZ format:
```
115
C21H70N10O14 ωB97M-V/def2-TZVPD
O 0.2360 3.4076 1.2988
C -1.9981 2.0848 -2.0701
H 2.7669 0.3077 -1.2141
H 1.6726 5.3151 -3.4492
H -1.7729 -5.0168 2.1685
H 0.4781 5.9490 -0.8036
N -1.1555 -3.3717 -0.3879
H 1.0509 -1.6412 3.3984
N -0.1060 -0.2214 1.3816
H -2.4863 3.5621 -0.5875
H -1.3107 1.9714 3.1736
O -1.9992 -2.0690 4.0951
H 0.8091 4.3132 -1.1447
H -2.5549 2.6504 -2.7727
H -1.5797 -0.1751 3.7718
C -3.4358 -0.5208 1.2738
O -0.3571 -0.8139 -0.9301
H -3.2970 -0.4658 -3.8722
H 1.6515 -4.8886 -1.6376
H -0.8825 4.8018 -0.7240
H 3.4778 1.7983 -3.3188
H 1.6400 -0.3627 -2.4297
C -1.4838 -0.8768 4.5928
H -0.4070 4.3634 -3.2318
H -4.1118 -1.2750 -1.6411
H 0.4966 1.5895 -1.1275
C -1.1224 0.1774 -5.3690
H -5.1254 -1.6402 -5.0780
H -3.1360 -2.1485 -4.3700
H -2.2291 -0.7009 -6.6864
H 0.4222 3.8596 3.2880
O -5.0673 -1.6121 -4.0991
N -1.7430 -4.7823 1.1303
H 0.3984 -3.7729 -0.8846
N 3.4621 -3.7484 -0.5847
H -2.9539 -1.0636 0.4929
C -3.5351 -1.8190 -2.2985
N 2.9472 2.5934 -0.0220
H -3.7379 1.1615 0.0619
C 2.6138 0.1021 -2.2850
C -2.5089 2.5029 -0.7431
H 3.7658 -4.6023 -1.0861
C -0.2465 -0.2890 -4.2517
N 3.0082 -5.4192 4.4827
H -3.2833 -1.2458 2.0716
H -0.0653 -1.2486 1.5356
H -1.5194 -2.2254 3.2749
H 2.7764 0.5878 4.3418
C -0.2587 5.3036 -2.7401
H 1.1878 1.8241 4.4602
C -0.0290 0.0768 0.1031
H 1.1464 3.6245 1.3471
H 2.1876 -0.6022 2.3816
H -1.9749 -0.6727 5.5173
H 4.0143 -5.7864 4.3740
H -0.4361 -0.8115 4.8346
H 3.1476 0.8469 1.6277
O 1.9119 -2.6965 0.7965
H 0.5781 -0.8617 -4.6204
N 0.3780 1.3132 -0.1319
C -1.2421 -3.6400 0.8870
H 0.2245 2.0566 0.5864
H -2.5585 -5.0899 0.5806
H -0.7650 -0.7739 -3.4545
H 0.0840 0.5374 -3.6741
H 4.6957 1.1483 2.0429
H -2.1059 0.9863 -2.3244
O 0.8838 1.1249 3.9189
N 3.8788 1.5088 1.6082
H -2.4984 -1.6935 -1.9522
C 0.0382 5.0905 -1.2711
C 2.2286 -3.5730 -0.2109
H 4.1204 -3.4143 0.0839
H -1.2097 5.8898 -2.9026
C 1.7616 0.1460 4.3183
H -3.7150 -2.8462 -2.1953
H -2.2702 3.1953 2.1332
H -1.9833 0.7617 -5.0684
H -0.7703 -2.4657 -0.5827
H 1.6062 -0.2307 5.3567
H -0.9233 2.2319 -2.2189
O -2.7006 0.5792 1.6503
C 1.9155 -0.9997 3.3344
O -0.6265 -2.9232 1.8976
C -3.7337 -1.4484 -3.7389
H -0.6002 0.7754 -6.0956
H -1.8479 2.2080 -0.0179
H -0.5513 5.0435 2.3856
H 2.2957 -6.0065 4.9612
O -3.8154 1.9421 -0.5315
O -1.5623 -0.9611 -6.0555
H -1.5652 -4.0203 -1.0775
H 1.6802 -3.4780 2.4230
H -4.4645 -0.2975 1.0100
O 1.5716 2.3648 -2.6939
C 3.9693 2.3564 0.7279
O 0.9099 5.9331 -3.2642
C 2.4482 1.3327 -3.1399
H 1.0188 -4.6131 3.5120
N 1.4034 -4.0166 -1.0905
C 2.9734 -4.5511 3.5405
H 3.2169 3.2502 -0.8321
H -1.9471 3.5025 3.7938
C -1.5057 3.0432 2.8935
H -1.7888 0.5137 1.3037
H 3.3579 -0.5839 -2.6216
H 2.2275 1.9947 -0.3020
H 1.8709 3.2819 -3.0053
H 0.2451 0.3739 2.1469
C -0.3231 3.9070 2.4987
O 5.2205 2.9508 0.4523
N 1.7691 -4.0825 3.2041
H 2.2130 0.9242 -4.1506
O 4.1221 -4.2616 2.9759
H 2.8087 -1.6244 3.5617
```

Computed properties:
HOMO: -8.843 eV
ΔE to the lowest compared entry with this formula, charge and spin: 52.9 kcal/mol
LUMO level: 0.04 eV
Kohn-Sham gap: 8.88 eV

Löwdin atomic charge list, values in e, 4 entries:
1 O -0.110
2 C -0.070
3 H 0.068
4 H 0.097

***

No. 4
Formula: C12H35F4N5O12PbS4
Source: the Open Molecules 2025 dataset
Level of theory: ωB97M-V/def2-TZVPD

The geometry in XYZ format:
```
73
C12H35F4N5O12PbS4 ωB97M-V/def2-TZVPD
H -2.1855 1.7274 -3.4756
O 2.6636 -0.8403 2.3477
H 3.0014 2.1616 -1.5023
H 4.8082 -2.0920 -1.0729
H 0.6194 3.4181 -1.7243
O 0.0585 3.9283 3.7725
H -1.9597 -0.1648 -0.9086
H 2.9177 -1.6936 2.6991
H 4.5253 0.3682 0.5771
F 0.2718 -2.6829 2.4161
H -4.2116 -0.3079 -3.1616
O -1.9550 3.2217 2.6977
H -1.0058 1.6432 -1.2010
H -4.6527 1.1253 0.7694
H -3.0061 -0.7394 -4.4170
H 3.2285 -2.7359 -0.6787
H 4.1781 -2.1266 0.5450
O 3.2602 -0.6080 -0.6666
H 5.4046 2.9403 -0.9348
C -2.8993 -0.0022 0.9238
H 0.4173 -0.2726 -1.9928
H -2.5956 0.2458 1.9409
F -0.1569 -0.5362 3.8933
C -3.2509 -0.7850 -3.3558
H 1.8863 2.9305 0.2933
O -3.0812 -2.3547 1.5618
H -1.0002 0.5678 -3.9917
N -1.7592 -0.1824 0.0812
O -0.6758 -4.5134 1.1596
H -3.2522 -3.9928 0.3965
O 1.4471 -3.7100 -1.6727
O -2.3320 -0.0461 -2.5218
H -4.7566 -1.1934 1.1231
H -0.6317 3.6225 -2.9717
H -3.3474 -1.8088 -2.9945
H -3.8716 -1.6853 -0.2477
N 0.6961 0.6740 -1.7775
C -0.4224 1.5408 -2.1160
H 5.0185 0.4887 -1.1036
H -3.7592 1.1081 -0.7460
N 0.1401 1.3836 2.6558
H 2.8990 2.3570 1.4033
S 0.4566 -3.5716 0.9862
C -3.6543 1.1856 0.3361
H -3.1950 2.0785 0.7602
Pb 0.8941 0.0481 0.7997
C 0.1069 2.9365 -2.5571
H 4.9900 2.7988 0.7555
S 0.2064 -3.1919 -1.1826
S -0.3098 1.0465 4.1061
H 0.8721 2.7959 -3.3205
C 3.4547 1.9496 -0.5340
S -0.5302 2.9736 2.8508
O -1.7358 1.0446 4.3265
N 2.4493 2.1258 0.5290
O 0.5467 1.3480 5.2754
H -4.5599 -3.8581 1.6640
C -3.7350 -1.3694 0.7865
C 4.5705 2.9799 -0.2341
F -0.0813 -2.0315 -2.2166
F -0.0846 3.6419 1.4389
O 1.8355 -4.0476 1.0727
H 4.2280 4.0052 -0.0940
H 3.3015 -0.2293 2.7165
C 4.1558 0.5140 -0.4379
N 0.2371 -2.2328 0.0215
C -3.5071 -3.7163 1.4195
H 1.4253 0.8138 -2.4622
H -1.5135 -1.1615 0.1167
C 3.9078 -1.9053 -0.4875
C -1.4695 0.9939 -3.1050
H -2.9590 -4.3650 2.1028
O -0.9765 -3.9783 -1.4548
```

Computed properties:
HOMO: -9.213 eV
ΔE to the lowest compared entry with this formula, charge and spin: 126.7 kcal/mol
LUMO level: -0.94 eV
Kohn-Sham gap: 8.27 eV

Löwdin atomic charge list, values in e, 4 entries:
1 H 0.129
2 O -0.136
3 H 0.122
4 H 0.096

***

No. 5
Formula: C9H10Cl3MoNO2
Source: the Open Molecules 2025 dataset
Level of theory: ωB97M-V/def2-TZVPD

The geometry in XYZ format:
```
26
C9H10Cl3MoNO2 ωB97M-V/def2-TZVPD
C 0.0973 2.0100 -0.8647
C 1.0326 1.3146 -1.6867
C 0.5231 0.9599 2.4253
H 0.3486 2.7499 -0.1130
Cl -0.6508 -0.1801 4.6272
O 0.4606 2.1214 2.0506
C -0.2291 -2.7008 -0.5457
Mo -0.4069 -0.5125 -0.7101
H 0.7131 -0.0869 -3.4388
H -0.0338 -2.9776 0.4999
C 0.8181 -2.2066 -1.3697
H 1.8216 -2.0813 -0.9447
H 2.1104 1.4799 -1.7015
H -1.9408 0.3153 -2.9700
C -1.2248 1.6660 -1.2839
C -1.1182 0.7405 -2.3971
C 0.2910 0.5190 -2.6391
O 0.4236 -0.1794 1.8746
Cl 2.2553 -0.4232 4.0898
C 0.8137 0.6407 4.0183
H 0.7274 -2.2349 -2.4627
H -2.1484 2.0616 -0.8699
N -1.9785 -0.7858 -0.0809
H -1.1074 -3.1865 -0.9897
H -2.7012 -1.1557 0.5405
Cl 1.1035 2.1327 4.9421
```

Computed properties:
HOMO (spin up / spin down): -8.146 / -9.132 eV
multiplicity: 3
ΔE to the lowest compared entry with this formula, charge and spin: 0.3 kcal/mol
LUMO level (spin up / spin down): -1.25 / -1.43 eV
expectation value of S²: 2.012
Kohn-Sham gap (spin up / spin down): 6.90 / 7.70 eV

natural (NBO) atomic charge list, values in e, 4 entries:
1 C -0.175
2 C -0.297
3 C 0.773
4 H 0.294

***

No. 6
Formula: C54H73I2N8O5P2SSbScTe
Source: the Open Molecules 2025 dataset
Level of theory: ωB97M-V/def2-TZVPD

The geometry in XYZ format:
```
148
C54H73I2N8O5P2SSbScTe ωB97M-V/def2-TZVPD
H -3.9421 -3.6597 3.4191
C 5.0259 1.8753 2.7538
C 4.9773 1.9227 -1.9783
C -1.8400 3.4737 -2.1316
H -3.2606 -0.3077 4.4790
C 1.6720 3.7604 -5.2007
H -3.3838 -1.8421 -1.1965
N -3.5645 1.8088 0.7777
N 3.9590 1.5892 1.8298
H 6.9288 2.7575 -1.6572
C -0.3763 2.5314 -4.9744
H 2.7232 3.6627 5.0334
C 4.7994 -2.1286 -3.4586
C -4.7603 0.5969 -3.0932
H 3.6511 4.9687 -0.0032
H -0.7653 -5.2318 -0.4074
H 2.0789 3.2666 -0.8721
H -2.9099 4.8345 -3.4034
H -0.1274 -4.6943 -4.4773
I -5.3386 3.5354 -4.6956
H -5.4565 2.5763 0.2439
H 1.9137 -2.5714 -1.6253
C 3.1460 3.1650 -1.0446
H 0.1892 -2.3308 -4.9107
H -5.0015 0.3423 0.4294
H 5.1193 1.0760 3.5002
C -2.8744 3.8273 -3.0103
H 5.9756 1.9600 2.2206
H -1.1403 -1.2416 -4.4227
C 4.0284 4.1131 -0.5525
H -1.0636 -2.5648 5.4442
O -2.4351 -3.4450 0.7604
P 2.3033 0.8812 -2.3036
S 2.0802 -2.9051 4.9696
C 4.0510 0.3595 1.0792
H 4.2028 -1.1092 -1.6634
H 1.0531 4.1482 2.0175
H -2.1063 -3.9343 5.0307
H -1.4858 -0.3675 4.5811
Sc -0.0295 0.1009 0.2467
H 5.1641 -2.9764 -5.4002
C 0.6711 3.1878 1.6533
H -4.0679 3.5516 -0.2641
I -0.4222 4.9389 -1.6636
C -0.4786 2.7328 2.5655
C 3.0500 -4.4291 3.1853
C 1.4614 -3.4559 -2.0731
H -2.2971 -5.1282 3.0020
H -2.7865 -2.5396 5.9067
H 4.9643 0.3844 0.4796
Sb -0.6115 -3.0026 -2.3823
Te 1.2060 -0.4483 2.9172
H -4.1031 -6.3251 0.8558
C -3.8101 -2.5781 3.3568
H -2.2981 -5.1233 -1.3048
H 3.1905 0.2575 0.4311
H 6.0907 4.6959 -0.3727
C -4.6399 -0.6258 -2.4929
C 1.9402 -2.3758 3.3318
H 2.5133 -3.1793 1.4257
C 2.9002 -4.3538 4.5360
H 1.9389 -3.6841 -3.0276
C 0.3541 3.5384 -5.5849
H 3.2871 3.1568 -3.9402
C -4.2433 0.5713 1.1797
O -1.3855 -2.6577 2.9080
C 2.8302 2.3285 2.0835
C -1.8073 -5.4604 2.0870
H -1.9233 -6.5821 -0.3641
O -0.7665 1.8253 -0.7969
H 2.3814 0.2721 -5.2781
H 5.1575 4.0410 2.9597
C -2.4926 -4.8923 0.8408
C 2.2818 3.8140 4.0447
P -1.2347 -2.5302 1.3269
H 3.2087 -5.0596 5.2952
H -4.4757 -4.8101 1.7042
H -2.3688 2.6646 4.2567
H 4.7224 3.2040 4.4564
C -3.8274 2.9168 -3.3672
C -0.8629 -4.7472 -3.6714
N 3.1813 3.3020 3.0272
C -2.0722 -2.8467 5.1373
N 1.7043 2.1919 1.4747
H 2.2524 4.5403 -5.6818
N -3.2138 3.3520 2.4612
H 1.3361 3.2850 4.0329
H -0.7128 -5.6718 -3.1083
C 3.6106 2.0578 -1.7570
O -1.5818 -1.1187 0.8528
H -1.3986 2.3380 -5.2782
H 3.5299 -5.2619 2.6851
C -2.7097 1.2357 -2.0103
C -3.5150 -0.8834 -1.6905
C 3.7521 -1.3633 -5.4815
O 0.0870 -3.0336 0.9007
H -4.4463 -4.8440 -0.0665
C -2.4073 -2.1734 3.8166
N -2.5733 0.0028 -1.4914
C -1.8283 -5.4934 -0.3911
C 4.1008 -1.1700 -2.7425
H -5.3237 3.4021 2.5106
H -2.2550 -0.1676 3.0149
N -1.4168 1.9219 1.7916
C -3.1565 3.3315 3.9161
H -0.0928 2.1324 3.3942
H -3.5243 -0.2408 1.1959
H -5.6009 0.8171 -3.7390
C -1.6860 2.1836 -1.6027
C 3.2382 -0.2789 -3.3863
C 5.3938 3.9632 -0.7635
C -4.4722 2.9316 0.5409
H -0.7644 -5.1381 2.1243
C 4.6270 -2.2242 -4.8342
H -3.9842 -2.2680 2.3248
C 4.5933 3.1989 3.3739
C -0.2296 -1.7465 -4.0864
H 1.5636 -4.2928 -1.3799
H -1.8671 -4.7632 -4.1069
C -3.9745 -5.2399 0.8370
H 5.3591 1.0842 -2.5455
H -2.9712 4.3303 4.3194
H 3.6008 -1.4484 -6.5509
C -4.4923 3.7112 1.8645
H 2.0905 4.8848 3.9228
H -0.9445 3.6356 2.9617
N 1.5052 0.1962 -1.1899
H -4.5570 -2.1083 3.9999
C -2.3484 -0.6542 3.9823
H -0.1005 4.1537 -6.3528
C -3.7911 1.5952 -2.8540
H -1.8401 -6.5507 2.0502
C 2.5100 -3.2981 2.5018
H -4.1054 2.9678 4.3273
H 0.4943 -1.0120 -3.7618
C 5.8657 2.8714 -1.4807
H -4.7336 0.6521 2.1635
H -5.3892 -1.3941 -2.6407
C -2.6249 2.3035 1.7239
C 3.0622 -0.3933 -4.7617
H -0.3753 1.0055 -3.4741
H 0.2359 3.3708 0.6759
C 1.5168 1.9843 -3.5661
H 4.0885 -0.5005 1.7529
C 0.2016 1.7704 -3.9653
H -4.5657 4.7879 1.7002
C 2.2521 2.9839 -4.2085
H 5.4661 -2.8131 -2.9485
```

Computed properties:
charge: -1
HOMO: -3.670 eV
ΔE to the lowest compared entry with this formula, charge and spin: 18.1 kcal/mol
LUMO level: 1.91 eV
Kohn-Sham gap: 5.58 eV

Löwdin atomic charge list, values in e, 4 entries:
1 H 0.066
2 C -0.135
3 C -0.089
4 C -0.632

***

The highest ΔE to the lowest compared entry with this formula, charge and spin belongs to which entry? C12H35F4N5O12PbS4